333
Properties=species:S:1:pos:R:3:forces:R:3 method="wB97M-V/def2-TZVPD" homo_ev=-7.89 energy_ha=-5443.301118 fmax_ev_per_a=6.2 orbital_gap_ev=8.2 total_charge=0 de_lowest_kj_mol=912.7
C 4.49072 -3.22359 -3.31671 3.3345 -0.5415 2.6309
C 3.28200 -3.29685 -4.07094 -1.4854 -0.4917 -0.8058
O 3.71314 -3.57032 -5.38374 -0.0987 0.5830 -1.7171
H 5.22766 -2.50367 -3.67273 -0.5124 0.5153 -0.3822
H 5.10797 -4.11975 -3.37998 -0.3702 -0.5287 0.0784
H 4.37597 -3.00878 -2.25427 -0.2592 0.0444 0.1189
H 2.77816 -2.33910 -3.94067 -0.4794 0.1550 -0.7104
H 2.58314 -4.10219 -3.84481 -0.0082 0.1235 0.8713
H 3.37263 -4.41539 -5.68623 -0.1385 0.1273 -0.0478
C 3.70830 -4.43627 4.79248 -0.2545 -0.0537 -0.4223
C 4.28946 -3.31181 5.60720 0.0017 -0.1873 -1.4349
O 5.68821 -3.42757 5.70283 0.8669 0.3209 1.0524
H 3.63714 -5.30673 5.44466 -0.3920 -0.2740 -0.5503
H 4.27047 -4.64271 3.88174 0.7484 -0.1892 0.2763
H 2.79492 -4.10628 4.29758 -0.7137 -0.3007 0.7417
H 3.84120 -3.33830 6.60041 0.2561 0.3485 0.0705
H 4.04384 -2.39778 5.06654 -0.0908 0.5076 0.3920
H 6.08777 -3.87876 4.95557 -0.4965 -0.2214 -0.2202
C 8.24212 -0.24919 3.22921 0.7012 -0.6983 0.0403
C 7.69496 1.12555 3.30560 -3.2030 0.0713 0.1664
O 6.88254 1.39428 2.12546 1.2190 1.7935 -0.4034
H 7.49108 -0.97818 2.92488 -0.1949 0.1986 -0.1372
H 8.66680 -0.64252 4.15281 0.1749 0.3263 0.1253
H 9.01092 -0.21786 2.45716 0.1507 -0.4014 0.0068
H 8.40215 1.89318 3.61981 0.3646 0.1713 -1.1936
H 6.88943 1.29469 4.02016 0.3389 -0.7579 1.0988
H 6.54459 0.62956 1.65366 0.4092 -0.7472 0.4525
C -2.09923 -2.09218 -4.24124 -1.4393 1.3250 -1.2478
C -3.17143 -1.37544 -5.21695 1.6068 -0.0049 0.9182
O -3.12229 -1.94407 -6.52159 -0.3157 -0.6967 0.2426
H -2.08546 -1.71580 -3.21838 -0.6973 0.0445 0.1200
H -1.11166 -1.78855 -4.58853 0.1303 -0.8395 -0.4245
H -2.37925 -3.14549 -4.25658 0.7365 -0.0632 0.0136
H -2.93443 -0.31302 -5.27334 -0.0217 0.1356 0.0893
H -4.17869 -1.46210 -4.80948 -0.0333 -0.2191 -0.1347
H -2.74367 -1.38446 -7.20357 0.0675 0.3060 0.4540
C 8.34700 -0.27938 -0.61461 0.1532 1.3189 -1.0681
C 6.84242 -0.36447 -0.77255 1.3338 -0.7929 1.2924
O 6.44385 -0.95964 0.48503 -1.2038 0.4099 0.0455
H 8.60300 0.44703 0.15667 -0.1191 -0.6203 0.6328
H 8.79300 0.23711 -1.46456 0.1574 -0.5011 -0.5763
H 8.74665 -1.28552 -0.48790 0.2962 0.2707 0.1470
H 6.61000 -1.00905 -1.62025 -0.4926 0.2353 -0.0353
H 6.39844 0.63038 -0.80787 -0.2210 -0.2485 -0.2312
H 6.45052 -1.91961 0.48851 -0.0241 0.0463 -0.3935
C 0.58508 -0.63625 7.54370 1.5743 -0.4015 -0.1242
C 0.74058 -2.16115 7.62681 1.0619 2.1373 -0.6864
O -0.49712 -2.60536 7.92858 -2.3943 -2.2450 1.2207
H 0.43147 -0.21664 8.53790 -0.1585 -0.1170 0.1430
H -0.25011 -0.33768 6.91013 0.3438 -0.0486 -0.2174
H 1.57283 -0.29729 7.23134 -0.1800 0.7931 -0.4431
H 1.52726 -2.37645 8.34991 -0.0069 -0.3364 0.3260
H 1.04283 -2.64082 6.69587 0.0326 0.2922 -0.2459
H -0.64187 -2.48742 8.87024 -0.2453 -0.0210 0.0412
C 8.89774 -4.35198 2.46383 1.2443 -0.2383 -0.8531
C 7.61366 -4.03682 1.74778 0.6521 0.7319 0.2705
O 6.61647 -3.78374 2.69043 -1.6613 -0.5400 0.7925
H 9.71634 -4.48967 1.75741 -0.0611 -0.3876 -0.4221
H 8.77325 -5.30006 2.98705 0.1152 0.2527 0.3598
H 9.34522 -3.55985 3.06414 -0.7349 0.0986 0.5366
H 7.35094 -4.89183 1.12485 -0.3851 0.1600 0.0518
H 7.63932 -3.11824 1.16154 0.8016 -0.2387 -0.6067
H 6.86905 -3.03216 3.23168 0.1589 0.2126 -0.0477
C -2.03960 -8.66152 -7.12818 0.5907 1.3972 -0.0140
C -1.01505 -7.75112 -7.90717 -0.4258 -1.9236 -0.4156
C -1.77708 -7.21103 -9.15137 1.5805 -0.7793 -1.3034
C -0.97742 -6.11997 -9.95114 -2.2464 -0.6741 1.2445
C -0.72318 -5.02065 -8.99390 0.5922 -0.1387 0.1583
C 0.03750 -5.49064 -7.71718 0.2412 2.2327 1.4176
N -0.58154 -6.65001 -7.07378 -1.5521 0.9627 -1.6628
O -0.10826 -6.97288 -5.79985 0.5218 -0.1388 -0.3156
C 1.50852 -5.53865 -8.00048 1.5589 -0.6991 -0.4594
C -0.14716 -4.27932 -6.74432 -0.6771 0.7343 -0.4475
C 0.14436 -8.64812 -8.41743 0.1391 0.0054 0.0205
H -2.73150 -7.93363 -6.70444 -0.3502 -0.2674 0.2563
H -1.56805 -9.22519 -6.32319 0.0342 0.0376 -0.0751
H -2.59125 -9.33476 -7.78431 0.2245 0.0450 -0.1296
H -1.75715 -7.95581 -9.94698 -0.3113 -1.0348 0.5530
H -2.84141 -7.09511 -8.94675 0.1327 1.0161 0.0745
H -1.66589 -5.78346 -10.72629 0.2644 0.0913 -0.3176
H -0.05856 -6.48571 -10.40945 -0.1143 -0.3072 0.1044
H -1.66928 -4.57812 -8.68219 0.0069 0.1485 -0.0527
H -0.12817 -4.32362 -9.58399 0.1851 0.7153 0.7997
H 1.87595 -4.55466 -8.29181 -0.1883 0.0482 -0.3672
H 2.17552 -5.79830 -7.17841 -0.4736 -0.2099 0.6132
H 1.78486 -6.27657 -8.75361 -0.0886 0.1172 -0.3940
H -0.10977 -3.30764 -7.23679 -0.0048 -0.1554 -0.9361
H -1.18686 -4.29886 -6.41764 0.1248 -0.0992 0.7028
H 0.58771 -4.02656 -5.98001 -0.0224 -1.1416 0.5618
H 0.29367 -8.49306 -9.48596 0.3365 0.0751 0.0402
H -0.06614 -9.71122 -8.30078 -0.1157 -0.0056 0.0958
H 1.06693 -8.43852 -7.87609 0.0378 -0.0273 -0.0525
H -0.79495 -6.59324 -5.24674 0.0187 -0.0393 0.3424
C -7.04519 -1.67054 -2.89579 0.9929 -1.9017 -0.0101
C -6.79637 -1.21438 -1.44591 0.3181 0.6623 -0.8739
C -6.65122 0.30385 -1.62256 -1.0656 1.1250 1.0326
C -8.01148 0.99592 -1.80309 -0.8528 -0.1910 0.5003
C -8.96075 0.71168 -0.62232 -0.0654 -2.1067 -1.1697
C -9.17129 -0.85789 -0.44986 -0.5558 -0.9207 -0.1435
N -7.86842 -1.58333 -0.48632 0.8485 4.0727 0.1385
O -7.96016 -2.93702 -0.33735 0.0162 -1.1756 0.1986
C -9.87136 -1.12017 0.94714 1.1579 0.0951 -0.4663
C -10.11699 -1.44450 -1.61972 0.3782 0.5984 0.7007
C -5.37632 -1.68640 -0.97046 -0.2815 -0.2241 0.5425
H -7.38420 -0.91145 -3.60075 -0.2799 -0.2247 0.2461
H -7.57784 -2.61966 -2.95548 -0.7891 0.3056 0.0680
H -6.08520 -2.05832 -3.23659 0.3487 0.4936 -0.4644
H -6.20534 0.75882 -0.73809 0.2278 -0.0541 0.2555
H -5.98760 0.53434 -2.45598 0.0335 -0.2347 -0.0432
H -8.53009 0.64578 -2.69558 0.2091 0.0548 -0.2468
H -8.00476 2.08538 -1.83682 0.6898 0.0644 -0.4243
H -9.97806 0.96654 -0.91940 0.0275 0.7410 0.2116
H -8.63369 1.30405 0.23223 -0.1461 -0.5750 0.4186
H -10.66648 -0.41787 1.19746 -0.0348 0.1468 -0.4484
H -10.26757 -2.12586 1.08745 0.0952 -0.0597 -0.3527
H -9.08896 -0.97917 1.69283 0.0118 0.0183 0.1876
H -11.09606 -1.71226 -1.22244 -0.0800 0.2464 0.0196
H -10.24520 -0.72921 -2.43214 -0.0752 0.1064 0.0237
H -9.73895 -2.35692 -2.08089 0.3230 0.0460 0.2960
H -4.55270 -1.29203 -1.56563 -0.3451 0.1300 -0.5986
H -5.21304 -2.76334 -0.93008 -0.3500 -0.1768 -0.1848
H -5.11084 -1.31969 0.02108 -0.5019 0.1147 0.3325
H -7.34822 -2.97863 0.40116 -0.1290 -1.1468 0.3031
C -2.67115 7.96521 -0.21238 -1.4091 -0.3778 -1.4501
C -2.63819 6.41509 -0.08315 0.1285 0.1666 2.7371
C -2.41034 6.26487 1.49295 -0.9754 0.3729 -0.2104
C -2.58572 4.87056 2.06904 1.6700 0.9113 -0.7298
C -3.92073 4.38755 1.67578 -0.2037 -1.2069 -0.6920
C -4.25564 4.43137 0.16100 0.2585 0.7642 -0.1321
N -3.91724 5.75150 -0.43484 -0.6404 1.5533 2.0867
O -4.21969 5.83822 -1.82113 0.8630 -0.7200 1.0501
C -3.60380 3.25309 -0.58490 0.4929 0.1206 0.9795
C -5.74768 4.18738 0.08375 -1.0489 -0.1473 -0.7111
C -1.43023 5.86463 -0.79466 -0.6048 -0.0569 -0.5752
H -3.59567 8.38298 0.18617 0.1554 -0.2112 0.8923
H -2.85119 8.27474 -1.24189 0.7122 -0.1720 -0.4740
H -1.78191 8.45924 0.17914 -0.1024 -0.1857 0.0489
H -1.46113 6.73049 1.75811 0.1724 -0.1169 -0.1667
H -3.18266 6.88620 1.94636 -0.0884 0.2313 0.0907
H -2.47110 4.81481 3.15155 0.0344 0.3136 0.0284
H -1.74934 4.30280 1.66134 -0.0930 -0.6816 -0.0619
H -4.66304 4.89054 2.29553 -0.2469 0.0209 -0.2911
H -3.92880 3.32003 1.89588 -0.5420 -0.1766 0.3449
H -3.80663 3.35952 -1.65056 -0.1661 -0.7196 0.0291
H -2.53662 3.11486 -0.41131 0.1992 0.5576 -0.1718
H -4.00484 2.37478 -0.07910 -0.3654 -0.3633 -0.8285
H -6.35908 4.84270 0.70411 0.2989 -0.0851 0.3606
H -6.20534 4.28981 -0.90020 0.5097 0.2130 -0.4017
H -5.91905 3.13305 0.30080 -0.2185 0.0503 0.5622
H -1.76705 5.80878 -1.82981 0.8267 0.1910 -0.4696
H -1.17394 4.84787 -0.49699 0.2265 0.1490 0.2293
H -0.62772 6.58628 -0.64203 0.2689 -0.4005 -0.3746
H -3.57722 5.16313 -2.05156 -0.0587 -0.1153 -1.7289
C 3.29133 0.77451 4.84311 -1.4801 0.7793 -0.0315
C 2.90739 2.32100 4.66493 -1.4660 -0.7922 -0.0322
C 3.99228 3.06294 5.32215 1.8495 1.9838 -1.2799
C 4.02788 4.54932 4.91735 -0.4292 -0.1713 -0.7657
C 4.11566 4.67902 3.36877 -0.0843 -0.5218 0.6294
C 2.95655 3.96587 2.66132 -0.0087 0.8769 -1.2846
N 2.77150 2.62345 3.19835 1.6085 -0.4111 1.3690
O 1.70177 1.89663 2.61782 0.0789 0.6962 0.3379
C 1.71537 4.86634 2.73313 -1.2563 -0.8321 0.0986
C 3.30124 3.81152 1.13054 -1.0470 -0.7903 0.0593
C 1.63861 2.69860 5.46232 -0.5199 -0.9618 -0.9790
H 4.15656 0.47972 4.24934 0.0647 0.3221 -0.0007
H 2.46322 0.11124 4.59327 -0.1586 0.0723 -0.4352
H 3.44416 0.51837 5.89150 0.3985 0.4216 0.1454
H 3.92093 3.04490 6.40967 0.2309 -0.6727 -0.1098
H 4.88548 2.61736 4.88425 0.7210 0.0539 0.7644
H 4.80654 5.06908 5.47560 0.2551 0.0099 -0.3498
H 3.09914 5.02920 5.22600 -0.1347 0.0518 0.1188
H 5.03134 4.24888 2.96307 0.2935 0.1179 0.2535
H 4.00889 5.71129 3.03541 0.3915 0.1182 0.1319
H 0.85796 4.23757 2.49315 -0.2159 -0.1303 -0.2102
H 1.45794 5.23850 3.72477 0.4322 0.2218 0.0922
H 1.67202 5.67290 2.00123 0.4614 0.1145 0.0921
H 4.09468 3.09521 0.91738 0.3439 0.1948 0.3672
H 2.42148 3.36425 0.66787 -0.3064 -0.3353 0.0526
H 3.39518 4.68559 0.48613 0.5014 0.5133 0.7945
H 0.84575 2.20872 4.89706 -0.4549 -0.4997 0.8386
H 1.27886 3.72696 5.49631 0.8230 0.3477 -0.2869
H 1.81368 2.39388 6.49411 -0.6345 -0.4473 -0.0294
H 2.17850 1.20614 2.15142 0.0631 -0.2737 -0.6379
C 1.47567 -3.11424 1.44026 0.9060 -0.1662 1.4568
C 1.93288 -1.66003 1.05925 -1.2119 -2.4632 0.4432
C 2.12537 -1.71120 -0.45016 0.5828 1.8845 -0.1854
C 0.84926 -1.69570 -1.21886 -0.0463 -0.4042 -0.9005
C -0.02849 -0.53580 -0.85216 -0.7049 0.5361 0.8026
C -0.31193 -0.40638 0.68880 0.0794 -0.4955 -0.3265
N 0.89110 -0.73005 1.55159 0.4778 1.2242 -5.9376
O 0.64279 -0.62765 2.86782 -0.2440 -0.4412 1.6159
C -0.85803 1.02480 1.00021 -0.0142 -1.0960 -0.2916
C -1.42665 -1.45037 0.93938 0.1266 0.5950 0.7433
C 3.28830 -1.29707 1.61187 0.2321 -0.2648 1.4797
H 2.31447 -3.80981 1.41392 0.1443 -0.1622 -0.6604
H 0.59973 -3.54243 0.95292 0.2920 0.3284 -0.5020
H 1.20972 -3.21534 2.49248 -0.1654 0.5707 0.3118
H 2.72608 -0.82532 -0.65625 -0.1686 0.5868 -0.5035
H 2.84265 -2.48041 -0.73643 -0.4456 -0.5677 0.3496
H 0.37183 -2.66533 -1.07747 -0.4430 0.0633 0.1331
H 0.97069 -1.62020 -2.29944 0.5060 -0.1528 -0.1855
H -0.97978 -0.66531 -1.36826 -0.4645 -0.3646 0.3731
H 0.22834 0.40560 -1.33786 1.0876 0.2399 0.3893
H -1.77476 1.06200 0.41173 -0.1554 0.3860 0.1029
H -1.10787 1.15385 2.05331 -0.0950 -0.1147 0.0374
H -0.20668 1.85011 0.71261 0.2455 -0.2192 -0.1261
H -1.61381 -1.42804 2.01296 -0.2184 -0.3269 0.0857
H -2.35570 -1.18515 0.43479 -0.0214 0.1038 -0.0721
H -1.14145 -2.45692 0.63341 0.0243 0.1278 0.0926
H 4.13041 -1.91889 1.30802 -0.3624 -0.3547 -0.3085
H 3.22529 -1.41399 2.69375 0.2364 0.2877 0.2658
H 3.61236 -0.28534 1.36799 -0.3151 0.2307 -0.0266
H 0.87869 0.30134 2.92193 -0.1958 0.4392 1.6306
C -6.28977 1.72812 5.59134 1.7345 0.2209 0.3945
C -4.83546 1.35554 6.15474 -0.4610 -0.8768 0.7565
C -4.16854 0.38083 5.12925 1.0598 0.8459 -0.8301
C -2.64284 0.30217 5.30014 -0.7324 0.1012 0.3557
C -2.00542 1.67562 5.43313 0.5809 -1.6421 1.1538
C -2.58085 2.51728 6.56422 0.6028 1.3254 -1.2310
N -4.02232 2.62435 6.41535 0.2486 -4.4986 -4.2003
O -4.62423 3.44245 7.28545 -0.6472 1.7116 1.6852
C -2.13676 2.08205 7.96097 -0.4403 -0.1928 -0.1498
C -1.96392 3.90293 6.22983 -1.2196 0.0790 0.7089
C -4.96332 0.49010 7.50808 -0.9721 0.7308 -0.5709
H -6.83949 0.83792 5.28561 -0.0712 -0.1407 0.6324
H -6.20093 2.28408 4.65801 0.3966 0.2278 0.0142
H -6.80588 2.37999 6.29618 -0.2492 -0.3722 0.0405
H -4.58027 -0.62841 5.13038 -0.2798 0.0216 0.7663
H -4.28308 0.61487 4.07085 -0.5926 0.9577 -0.0776
H -2.18576 -0.16543 4.42806 -0.0203 -0.5319 0.1937
H -2.52464 -0.28681 6.20966 0.7587 -0.1790 -0.0602
H -1.84693 2.12869 4.45450 -0.6530 0.4682 0.0734
H -0.99469 1.52583 5.81273 0.3470 -0.2206 -0.2966
H -2.28174 1.00344 8.02154 0.1481 0.0658 0.4346
H -1.11238 2.33981 8.22984 0.0952 -0.0733 -0.3233
H -2.78572 2.60108 8.66636 -0.0585 -0.2228 0.1862
H -2.11092 4.16946 5.18318 0.4069 -0.3219 -0.0755
H -2.57614 4.64255 6.74582 0.6884 0.4818 0.5261
H -0.92678 3.90182 6.56514 -0.0810 0.4165 -0.2187
H -4.07247 -0.01545 7.88076 0.1922 0.2753 -0.3888
H -5.71761 -0.28820 7.39234 -0.0366 -0.1130 -0.3697
H -5.36630 1.09552 8.31997 0.2138 0.3095 0.0323
H -4.28768 4.23279 6.85685 -0.9527 1.0680 0.7501
C 3.76567 6.60044 -4.95472 0.6948 -0.4102 1.4065
C 2.46221 6.98842 -4.15613 0.8969 0.2446 -0.3035
C 2.07446 5.77827 -3.27689 -0.6691 0.5978 0.1253
C 2.89222 5.70639 -2.02396 -0.0401 -0.8402 -0.2972
C 2.64908 6.98414 -1.25982 0.3326 1.0328 0.3179
C 3.05308 8.34365 -1.97366 1.7612 -2.9362 0.0664
N 2.54089 8.30088 -3.33771 -1.6135 -2.2974 0.3492
O 2.94047 9.37477 -4.12197 0.5383 0.2112 -0.3231
C 2.49588 9.44307 -1.13025 -0.9257 1.2753 -0.5309
C 4.60813 8.33142 -1.94996 0.5206 0.9183 0.0794
C 1.38021 7.18550 -5.18051 -0.7338 0.0595 -0.8449
H 4.16831 5.69293 -4.50482 0.0503 -0.2039 0.2566
H 3.68537 6.28662 -5.99548 -0.5166 0.6684 -0.1259
H 4.58959 7.29748 -4.80177 -0.2726 0.4052 -0.4257
H 1.01938 5.86977 -3.01894 -0.2278 0.2211 0.2267
H 2.11470 4.80962 -3.77508 0.3163 0.3018 -0.7032
H 2.62871 4.77915 -1.51517 -0.6329 0.2523 0.6258
H 3.89340 5.38842 -2.31487 0.6554 1.0141 0.1498
H 3.14110 7.05171 -0.28953 0.2800 -0.2887 0.0356
H 1.59162 7.06449 -1.00799 -0.2676 -0.2024 -0.2366
H 2.76169 9.44461 -0.07316 0.5972 -0.1686 -0.1994
H 1.40596 9.43348 -1.12073 -0.1950 -0.2867 -0.2236
H 2.74527 10.39006 -1.60891 0.2299 0.2407 0.3369
H 5.07415 7.47573 -2.43855 -0.3538 -0.2410 0.1107
H 5.00968 8.41995 -0.94051 -0.2475 -0.4267 0.3093
H 5.08726 9.19398 -2.41313 -0.4648 0.2785 -0.4551
H 1.12026 6.23023 -5.63656 0.1768 -0.1971 -0.0617
H 0.43383 7.56852 -4.79873 0.1079 0.1872 0.3592
H 1.71043 7.81603 -6.00604 -0.0002 0.1765 0.0352
H 2.10827 9.65235 -4.51184 -0.0330 0.3654 -0.0876
C -0.97233 -4.73048 5.64613 1.8508 1.2474 0.2456
C -1.56730 -5.65869 4.61385 0.0527 0.5062 0.2188
C -2.55903 -6.45067 5.40865 -2.2133 -1.0459 -0.3120
C -3.68040 -7.04026 4.59697 -1.6890 -0.4002 -0.8247
C -4.39207 -6.05117 3.67940 0.8105 0.4293 0.8835
C -3.40699 -5.22198 2.83309 -0.5021 -0.8587 -1.9488
N -2.24761 -4.75896 3.62803 -0.8785 -0.4383 1.1091
O -1.23898 -4.04350 2.91344 -0.8259 -0.6597 -0.1801
C -2.98420 -6.21244 1.68333 0.7032 0.7625 0.4359
C -4.14040 -4.04147 2.13097 1.6261 -0.1424 -0.2178
C -0.51777 -6.57764 4.01657 0.6929 -0.3329 -0.3089
H -0.65945 -5.17258 6.59206 -0.3008 -0.4940 -0.0631
H -1.55811 -3.84810 5.90376 -0.5928 -0.3587 -0.1024
H -0.04712 -4.28605 5.27929 0.2834 0.0158 -0.2933
H -2.21279 -7.39766 5.82268 1.1045 0.7053 0.7659
H -3.03685 -5.81346 6.15279 0.2819 -0.0412 0.2907
H -4.52550 -7.34683 5.21336 0.3264 -0.3287 0.6975
H -3.39399 -7.97921 4.12324 0.2932 0.1305 -0.4730
H -4.97164 -5.45691 4.38585 0.0047 0.6872 -0.1840
H -5.14019 -6.56887 3.07907 0.2269 0.1238 -0.4199
H -2.09870 -5.82300 1.18101 0.1864 0.0571 0.0402
H -2.70879 -7.16009 2.14614 -0.1992 -0.1453 -0.3957
H -3.72992 -6.31674 0.89523 -0.2738 -0.2225 0.3153
H -4.90795 -4.36144 1.42627 -0.5480 -0.2612 0.6869
H -4.41157 -3.22767 2.80348 -0.3268 -0.1683 0.0110
H -3.41416 -3.65405 1.41642 0.2990 0.4854 0.1209
H -0.93415 -7.28161 3.29605 -0.0406 0.1286 -0.1024
H -0.02259 -7.19310 4.76764 -0.2603 0.0312 0.4010
H 0.31604 -6.04356 3.56094 -0.2595 0.2519 -0.3097
H -1.27577 -3.19675 3.36430 0.1759 0.3370 -0.1413
C 4.31279 2.25449 -5.09659 0.5398 1.6388 -1.8344
C 3.65734 1.10329 -4.47501 0.3886 -2.7595 0.8205
C 2.57488 1.60344 -3.51733 -1.7385 0.3697 0.1014
C 1.23898 2.02880 -4.16567 1.1859 -1.4759 -0.6280
C 0.71901 0.91463 -5.13122 1.3600 1.4840 0.4422
C 1.81496 0.35063 -6.13957 -1.2006 0.5314 -0.9789
N 3.08804 0.03824 -5.45558 -2.8223 2.0486 3.2108
O 3.96133 -0.65327 -6.22523 1.3297 0.1189 -0.9713
C 1.15481 -1.00759 -6.61168 2.0106 0.3059 0.4668
C 2.05862 1.36632 -7.33727 -0.4901 -0.3601 0.2520
C 4.62877 0.34421 -3.55289 0.0029 -1.6159 0.6066
H 4.89809 2.91387 -4.45570 -0.2808 -0.1908 0.5949
H 3.51983 2.84944 -5.54973 0.2790 0.4150 -0.1605
H 5.02151 2.01225 -5.88851 -0.1450 -0.4182 -0.1712
H 2.34517 0.92250 -2.69777 0.3409 -0.3567 -0.0522
H 2.87581 2.55783 -3.08529 0.7979 -0.2442 0.4247
H 1.55065 2.96141 -4.63600 -0.9756 0.0958 -0.5994
H 0.48298 2.20115 -3.39960 0.0741 0.3084 0.0183
H -0.13380 1.39821 -5.60762 0.0116 -0.4633 -0.7845
H 0.31093 0.11538 -4.51254 0.2065 -0.2414 0.0024
H 0.14469 -0.96237 -7.01876 0.1527 0.2764 0.0833
H 1.84205 -1.54193 -7.26763 -0.2220 0.2320 -0.6445
H 1.22283 -1.64804 -5.73230 -0.6387 -0.0190 0.2724
H 2.19262 2.39598 -7.00572 -0.0501 -0.0657 0.2832
H 2.92937 1.14020 -7.95271 0.1651 -0.4016 0.3108
H 1.23000 1.40471 -8.04441 -0.3099 -0.2058 0.1229
H 4.20906 -0.63453 -3.32048 -0.5689 -0.0500 -0.1574
H 4.73192 0.72191 -2.53562 0.0864 0.8580 -0.2344
H 5.61326 0.01934 -3.88952 0.1785 0.7748 -0.6159
H 3.87437 -1.55618 -5.91092 0.2257 -0.5282 -0.1067